i | Computed, not measured: one molecule with the formula C5H13NO, with the ωB97M-V functional and the def2-TZVPD basis.

Atoms and positions in Å:
O 2.01549 2.13478 2.59618
N 0.65279 0.99943 0.72223
C -0.83985 -0.26477 -0.69308
C -1.16440 -1.57614 0.15647
C 1.67646 0.86229 1.72398
C 0.54043 0.46931 -0.61045
C -1.06337 -0.60222 -2.23266
H 1.38265 -0.25691 -0.69653
H 2.52629 0.22169 1.30306
H 1.38069 0.21907 2.68856
H -1.99360 -1.28646 -2.33938
H -0.43036 -2.30902 -0.20278
H -0.29510 1.33869 0.86179
H -1.05703 -1.46961 1.19093
H -1.61771 0.47565 -0.35176
H 1.11911 2.44076 2.72567
H -2.20670 -1.89982 -0.00937
H -1.19141 0.29261 -2.88414
H 0.65746 1.28391 -1.42769
H -0.09183 -1.07325 -2.52105

Properties
gap between HOMO and LUMO: 9.64 eV
SMILES string: CC(C)CNCO
lowest unoccupied orbital energy: 0.99 eV

Mulliken population analysis, charges in e, atoms 1 to 4: O -0.534; N -0.090; C 0.440; C -1.408



ii | Computed, not measured: a 3-piece molecular cluster, C5H13NO overall, with the ωB97M-V functional and the def2-TZVPD basis.

Atoms and positions in Å:
O 0.06186 -1.27634 -0.60633
N 2.88160 -0.87861 0.33343
C 0.58781 0.86314 0.25516
C 2.51969 0.35995 -0.25124
C -1.93725 0.73017 -0.00943
C -0.03615 0.08641 -0.72517
C -2.67749 -0.43451 0.59680
H -2.30047 -0.67331 1.59543
H -3.75576 -0.27145 0.71861
H 2.62518 0.34616 -1.33384
H 2.79738 -0.87206 1.34277
H -0.02022 0.44681 -1.75374
H 0.54933 0.48384 1.26953
H 0.55445 1.93328 0.10642
H 2.32620 -1.64667 -0.02620
H -0.41466 -1.69957 -1.32797
H -2.56064 -1.32996 -0.02223
H 3.06040 1.19681 0.18404
H -1.95450 1.60252 0.64236
H -2.30677 1.03338 -0.98841

Properties
gap between HOMO and LUMO: 7.37 eV
lowest unoccupied orbital energy: 0.76 eV

Mulliken population analysis, charges in e, atoms 1 to 4: O -0.529; N -0.536; C -0.761; C -0.691



iii | Computed, not measured: one molecule with the formula C5H13NO, with the ωB97M-V functional and the def2-TZVPD basis.

Atoms and positions in Å:
O -1.31213 -0.53822 -1.43230
N -2.27566 0.37602 0.55419
C -1.49311 -0.68242 -0.03833
C 1.77355 -0.57604 -0.83207
C 1.05867 -0.05429 0.41647
C -0.19008 -0.88670 0.76326
C 0.80347 1.45045 0.32108
H -3.17861 0.44519 0.09931
H 0.27772 1.80381 1.20572
H 0.22840 1.71812 -0.56426
H 1.13642 -0.54918 -1.71102
H -0.80367 0.26514 -1.59496
H 2.08502 -1.60696 -0.67976
H -0.46274 -0.70011 1.80338
H 2.66148 0.02127 -1.03112
H 1.75320 1.97928 0.25996
H -1.81001 1.27210 0.47066
H 0.09153 -1.93732 0.67637
H 1.74693 -0.20149 1.25889
H -2.09037 -1.59866 0.05453

Properties
gap between HOMO and LUMO: 10.49 eV
SMILES string: CC(C)C[C@@H](N)O
lowest unoccupied orbital energy: 0.94 eV

Mulliken population analysis, charges in e, atoms 1 to 4: O -0.591; N -0.603; C -0.079; C -1.315



iv | Computed, not measured: a 2-piece molecular cluster, C5H13NO overall, with the ωB97M-V functional and the def2-TZVPD basis.

Atoms and positions in Å:
O -0.39764 0.95092 -3.61970
N -1.73455 0.44362 -0.83957
C -0.90988 -0.75709 1.71971
C 0.05693 -0.32217 0.63941
C 1.56131 -0.10718 0.89383
C -0.42193 0.38800 -0.39085
C 2.04551 -0.68065 2.20308
H 1.89442 -1.77504 2.22495
H -0.73488 0.71217 -4.48137
H -1.63645 0.02486 1.95069
H 1.78105 0.98702 0.82501
H 2.18021 -0.44873 0.06339
H 3.09854 -0.54878 2.47307
H -0.50497 0.20000 -3.01654
H -2.04407 1.28299 -1.30110
H 0.19683 0.97664 -1.06260
H 1.51610 -0.29049 3.08140
H -1.49068 -1.57143 1.26310
H -2.44448 0.09845 -0.21325
H -0.52103 -1.25328 2.60195

Properties
gap between HOMO and LUMO: 8.58 eV
SMILES string: CC/C(C)=C/N.O
lowest unoccupied orbital energy: 0.92 eV

Mulliken population analysis, charges in e, atoms 1 to 4: O -0.642; N -0.488; C -1.544; C 0.651



Going by the energies, iii is most stable and the next is 21.3 kcal/mol up.



i | Computed, not measured: an isolated ion of composition C3H7N2S and charge +1, with the ωB97M-V functional and the def2-TZVPD basis.

Atoms and positions in Å:
S -2.21460 -0.62227 0.24171
N 0.57813 -1.03790 -0.48061
N -0.04798 -2.39593 -0.22418
C 1.72468 -0.50394 0.26568
C -1.97887 1.01339 -0.64585
C -0.70636 -1.26762 -0.04277
H 2.40961 -0.37939 -0.54277
H 0.33609 -3.11705 0.41759
H 1.37568 0.40026 0.77376
H -1.15263 0.76923 -1.22993
H -1.96194 1.91570 -0.00219
H 2.05301 -1.43448 0.86410
H -3.06008 1.15072 -1.01520

Properties
charge: +1
gap between HOMO and LUMO: 9.42 eV
lowest unoccupied orbital energy: -5.13 eV

Mulliken population analysis, charges in e, atoms 1 to 4: S 0.053; N -0.171; N -0.321; C -0.641



ii | Computed, not measured: an isolated ion of composition C3H7N2S and charge +1, with the ωB97M-V functional and the def2-TZVPD basis.

Atoms and positions in Å:
S 0.09385 0.96924 -0.40044
N -2.71435 -1.27481 0.36147
N 2.36392 -0.48973 -0.44421
C -1.53189 0.84383 0.42597
C -2.52543 -0.25455 -0.17702
C 1.08894 -0.27159 0.24765
H -1.31571 0.63821 1.44279
H 2.93007 0.25517 -0.93942
H -3.01568 0.03503 -1.21649
H 2.96939 -0.92161 0.34437
H 1.47133 -0.09813 1.26108
H -1.96109 1.77115 0.21649
H 2.14666 -1.20222 -1.12224

Properties
charge: +1
gap between HOMO and LUMO (alpha / beta): 7.09 / 9.21 eV
lowest unoccupied orbital energy (alpha / beta): -5.91 / -4.22 eV

Mulliken population analysis, charges in e, atoms 1 to 4: S 0.063; N -0.364; N -0.329; C -0.587



iii | Computed, not measured: an isolated ion of composition C3H7N2S and charge +1, with the ωB97M-V functional and the def2-TZVPD basis.

Atoms and positions in Å:
S -0.03916 -1.85757 1.41563
N 0.91534 0.96353 -1.17356
N -1.67280 -2.08832 1.56794
C 0.54326 1.99382 -0.23712
C 0.73072 -0.34998 -0.92005
C 0.12362 -1.05691 0.06859
H -2.00805 -2.77510 2.22279
H -2.30634 -1.86334 0.81540
H 1.05393 -0.99502 -1.74428
H 1.33128 1.24784 -2.04735
H -0.15310 1.58529 0.49304
H 1.41419 2.37378 0.29953
H 0.06711 2.82198 -0.76055

Properties
charge: +1
gap between HOMO and LUMO: 8.78 eV
lowest unoccupied orbital energy: -4.94 eV

Mulliken population analysis, charges in e, atoms 1 to 4: S 0.216; N -0.146; N -0.366; C -0.744



iv | Computed, not measured: C3H7N2S as an isolated structure, with the ωB97M-V functional and the def2-TZVPD basis.

Atoms and positions in Å:
S 0.74283 1.42238 1.26116
N -0.42381 0.25597 0.60998
N 0.69618 -0.82569 -1.47056
C -1.42446 0.49091 1.37771
C 1.76221 -1.44471 -1.57061
C -0.85544 1.52916 2.28573
H 0.12286 -0.50379 -0.37892
H -2.50294 0.17110 1.31919
H 0.12391 -0.65649 -2.30262
H 2.31614 -1.91151 -0.70638
H 2.12705 -1.73659 -2.45710
H -0.87475 1.27994 3.41050
H -1.52568 2.46276 2.21436

Properties
charge: +1
gap between HOMO and LUMO: 9.60 eV
lowest unoccupied orbital energy: -3.87 eV

Mulliken population analysis, charges in e, atoms 1 to 4: S 0.038; N -0.240; N -0.268; C -0.162



Going by the energies, iii is most stable and the next is 13.4 kcal/mol up.



i | Computed, not measured: C3H10N2O as an isolated structure, with the ωB97M-V functional and the def2-TZVPD basis.

Atoms and positions in Å:
O 1.90880 0.20769 -1.35460
N -0.79229 -0.16418 -1.21959
N -0.65718 -1.39649 0.70890
C -0.42228 1.01296 0.89578
C 1.55690 0.05660 0.01332
C -0.28487 -0.20034 0.09006
H 1.31708 -0.38325 -1.85045
H -0.23020 1.95210 0.38536
H 2.02655 0.87136 0.56606
H -1.78390 -0.36401 -1.27595
H -0.59600 0.72019 -1.68043
H 1.96889 -0.87841 0.40701
H -0.69421 -2.17559 0.06180
H -0.04602 0.94778 1.91203
H -1.53482 -1.29678 1.20719
H -1.73644 1.09036 1.13352

Properties
gap between HOMO and LUMO: 9.34 eV
lowest unoccupied orbital energy: 0.93 eV

Mulliken population analysis, charges in e, atoms 1 to 4: O -0.551; N -0.715; N -0.617; C -1.594



ii | Computed, not measured: a 2-piece molecular cluster, C3H10N2O overall, with the ωB97M-V functional and the def2-TZVPD basis.

Atoms and positions in Å:
O 1.59968 -3.07231 5.96264
N -0.96271 1.10937 -2.53656
N 0.00468 1.94095 -4.65762
C 0.36388 -2.01851 4.21825
C 1.41348 -2.09578 5.28817
C -1.15538 1.47156 -3.90519
H 1.99308 -1.17520 5.51537
H -0.55651 -1.55976 4.56574
H 0.72990 -1.32639 3.45837
H -1.59621 0.62489 -4.42689
H 0.89456 1.66303 -4.27302
H -0.84378 1.82365 -1.83501
H 0.24639 -3.00567 3.77855
H -0.23684 0.42550 -2.37218
H -1.90876 2.25677 -3.95594
H 0.01453 2.93790 -4.82468

Properties
gap between HOMO and LUMO: 9.93 eV
SMILES string: CC=O.NCN
lowest unoccupied orbital energy: 0.96 eV

Mulliken population analysis, charges in e, atoms 1 to 4: O -0.450; N -0.541; N -0.548; C -0.788



iii | Computed, not measured: a 3-piece molecular cluster, C3H10N2O overall, with the ωB97M-V functional and the def2-TZVPD basis.

Atoms and positions in Å:
O -3.00634 -2.40945 -0.18124
N 3.06520 0.69598 -0.86012
N -2.14075 2.50583 1.25285
C 2.08345 1.36192 -0.03626
C -2.55217 -3.51927 -0.22874
C 2.83335 -0.48799 -1.21327
H 1.95426 -1.08566 -0.94402
H -2.52048 3.14228 1.91975
H 1.40389 1.97036 -0.63313
H 1.46170 0.65699 0.53613
H -2.84135 1.87081 0.92259
H 2.56419 1.99747 0.70750
H -2.30237 -4.12227 0.65127
H -1.20782 2.29708 1.26818
H -2.30595 -3.94634 -1.21707
H 3.51120 -0.92772 -1.94443

Properties
gap between HOMO and LUMO: 10.03 eV
SMILES string: C=NC.C=O.N
lowest unoccupied orbital energy: 0.64 eV

Mulliken population analysis, charges in e, atoms 1 to 4: O -0.377; N -0.401; N -0.537; C -0.714



Going by the energies, ii is most stable and the next is 24.9 kcal/mol up.



i | Computed, not measured: a 2-piece molecular cluster, C3H10N2O overall, with the ωB97M-V functional and the def2-TZVPD basis.

Atoms and positions in Å:
O -1.01339 -0.57989 3.64967
N 1.01434 1.02143 -1.23622
N -0.98895 0.50830 -2.64828
C 0.13127 -1.14511 1.76183
C -0.48466 0.79642 -1.24935
C 0.03125 -0.91526 3.13957
H 0.98222 -0.93269 3.68668
H -0.74982 -1.18034 1.18305
H 0.75728 -0.42574 1.27803
H 1.65347 0.43272 -1.67204
H -0.77243 -0.08614 -0.65276
H -0.86542 1.82308 -0.84017
H 0.65308 -2.07585 1.61611
H 1.20412 1.93744 -1.77808
H -0.63903 -0.39302 -2.88229
H -0.91332 1.21468 -3.35574

Properties
gap between HOMO and LUMO: 9.79 eV
SMILES string: CC=O.NCN
lowest unoccupied orbital energy: 0.92 eV

Mulliken population analysis, charges in e, atoms 1 to 4: O -0.476; N -0.605; N -0.577; C -0.856



ii | Computed, not measured: one molecule with the formula C3H10N2O, with the ωB97M-V functional and the def2-TZVPD basis.

Atoms and positions in Å:
O 1.33273 2.57589 -0.95747
N -0.91043 -2.25142 1.72988
N 0.59223 0.47328 -0.04397
C 0.85307 1.22229 -1.27406
C -1.39737 -1.10652 0.87654
C -0.42986 -0.72110 -0.29521
H -1.03902 -0.43319 -1.16169
H -1.29918 -0.23865 1.56126
H -0.13141 -2.69419 1.24342
H 1.00235 2.56631 -0.11186
H 1.46343 0.11423 0.31392
H 0.24601 -1.65473 -0.58544
H -0.20085 1.37420 -1.74604
H -1.67957 -2.81879 1.81562
H -2.49410 -1.33292 0.68587
H 1.54286 0.58952 -2.00029

Properties
gap between HOMO and LUMO: 10.41 eV
SMILES string: NCCNCO
lowest unoccupied orbital energy: 1.00 eV

Mulliken population analysis, charges in e, atoms 1 to 4: O -0.498; N -0.560; N -0.416; C -0.178



iii | Computed, not measured: a 2-piece molecular cluster, C3H10N2O overall, with the ωB97M-V functional and the def2-TZVPD basis.

Atoms and positions in Å:
O 0.72645 -3.01761 -1.09593
N 1.96988 0.33261 0.13126
N -0.69075 -0.77111 -0.28802
C -0.46774 0.46544 0.45019
C -1.61225 1.38428 0.60834
C 0.77719 0.65683 0.90518
H -2.49455 1.01718 1.16334
H 1.47076 -3.01833 -1.71265
H 2.57357 1.12337 0.28750
H -1.07687 -0.51000 -1.20565
H -1.32225 2.23653 1.23489
H -1.91077 1.79794 -0.34582
H 1.74582 0.22472 -0.84555
H -1.47500 -1.30343 0.07942
H 0.71577 -2.03861 -0.98785
H 1.07074 1.42017 1.62135

Properties
gap between HOMO and LUMO: 8.87 eV
SMILES string: C/C(N)=C/N.O
lowest unoccupied orbital energy: 0.79 eV

Mulliken population analysis, charges in e, atoms 1 to 4: O -0.644; N -0.540; N -0.533; C 0.183



Going by the energies, iii is most stable and the next is 2.7 kcal/mol up.



i | Computed, not measured: one molecule with the formula C2H2S3, with the ωB97M-V functional and the def2-TZVPD basis.

Atoms and positions in Å:
S -1.62470 -0.32184 1.30567
S -0.34611 -0.98146 -1.26803
S 1.82448 1.09243 -0.46613
C 0.74237 0.84615 0.66018
C -0.31701 -0.15420 0.32570
H -1.02202 -1.99480 -0.73858
H 0.81125 1.21719 1.67910

Properties
gap between HOMO and LUMO: 6.96 eV
SMILES string: S=CC(=S)S
lowest unoccupied orbital energy: -1.98 eV

Mulliken population analysis, charges in e, atoms 1 to 4: S -0.192; S -0.120; S -0.228; C -0.153



ii | Computed, not measured: a 2-piece molecular cluster, C2H2S3 overall, with the ωB97M-V functional and the def2-TZVPD basis.

Atoms and positions in Å:
S -0.31200 2.65646 0.89126
S -2.69724 1.36785 -0.59415
S 1.04542 -1.90527 -0.86719
C 1.33193 -1.17390 0.60406
C -1.55069 2.10961 0.14077
H 0.18096 -2.69103 -0.48771
H 2.00162 -0.36372 0.31296

Properties
gap between HOMO and LUMO: 8.90 eV
lowest unoccupied orbital energy: -0.24 eV

Mulliken population analysis, charges in e, atoms 1 to 4: S -0.250; S -0.257; S -0.020; C -0.263



Going by the energies, i is most stable and the next is 42.0 kcal/mol up.